(1)
DFT (wB97M-V/def2-TZVPD) results for a molecular structure, C48H46ClF5N6O4S4Sn.

Computed properties:
Energy above the lowest of the compared OMol25 structures with the same formula, charge and spin in kcal/mol: 0.00
Calculated total energy in eV: -142921.7848
Charge: 0

Geometry as XYZ:
```
115
Properties=species:S:1:pos:R:3:forces:R:3
Sn 1.963 1.512 -1.582 0.1 0.1 -0.2
F 1.201 -3.153 -7.499 0.0 -0.1 0.0
C 1.403 -2.064 -6.753 0.0 0.0 0.0
C 1.297 -2.127 -5.377 0.0 0.0 0.0
F 0.999 -3.285 -4.777 0.0 0.0 0.0
C 1.511 -0.987 -4.627 0.1 -0.1 -0.1
F 1.443 -1.111 -3.294 -0.1 0.0 0.3
C 1.818 0.249 -5.176 0.0 0.1 0.1
S 2.032 1.707 -4.237 -0.1 0.0 -0.1
C 1.935 0.268 -6.565 -0.1 0.0 0.0
F 2.239 1.404 -7.194 0.0 0.1 0.0
C 1.729 -0.857 -7.344 0.0 0.0 0.1
F 1.839 -0.784 -8.672 0.0 0.0 -0.1
C 3.207 1.520 1.955 0.0 0.1 0.0
N 3.219 0.320 1.131 0.0 -0.2 0.0
C 2.569 -0.792 1.806 0.0 -0.1 0.0
C 4.605 -0.032 0.813 0.0 0.1 0.0
C 4.821 -1.054 -0.295 0.0 0.0 0.0
N 4.450 -0.603 -1.631 0.0 0.1 0.0
C 4.403 -1.735 -2.544 0.0 -0.1 0.0
C 5.403 0.384 -2.128 -0.1 0.0 0.0
H 3.862 1.419 2.837 0.0 0.0 0.0
H 2.195 1.728 2.293 0.0 0.0 0.0
H 3.538 2.376 1.366 0.0 0.0 0.0
H 3.014 -0.974 2.791 0.0 0.0 0.0
H 2.737 -1.689 1.210 0.0 0.0 0.0
H 0.560 -0.546 1.105 0.0 0.0 0.0
H 5.111 -0.407 1.721 0.0 0.0 0.0
H 5.120 0.891 0.544 0.0 0.0 0.0
H 4.282 -1.978 -0.080 -0.1 0.0 0.0
H 5.893 -1.319 -0.278 0.0 0.0 0.0
H 5.376 -2.248 -2.620 0.0 0.0 0.0
H 4.123 -1.393 -3.539 0.0 0.0 0.0
H 3.659 -2.459 -2.206 0.0 0.0 0.0
H 6.436 0.002 -2.091 0.0 0.0 0.0
H 5.353 1.304 -1.545 0.0 0.0 0.0
H 5.159 0.643 -3.158 0.0 0.0 0.0
O -0.509 3.734 0.017 0.1 0.1 0.0
Cl 0.545 4.325 -0.776 -0.2 -0.2 0.1
O 0.269 5.694 -1.054 0.1 -0.1 -0.1
O 1.814 4.161 -0.104 -0.2 0.1 0.0
O 0.611 3.568 -2.055 0.3 0.0 0.3
N 0.209 0.499 -0.976 0.3 -0.3 -0.1
S -1.127 0.077 -1.456 -0.2 0.3 0.0
N -2.399 0.543 -0.624 0.0 0.0 -0.3
S -2.542 -0.023 0.872 0.2 0.0 0.1
N -1.427 -0.638 1.583 -0.3 0.0 0.0
S 0.180 -0.713 3.285 0.7 -0.1 0.2
N 1.137 -0.616 1.944 -0.1 0.3 -0.1
C -0.302 0.932 3.793 0.0 0.0 0.0
C -0.337 1.985 2.898 0.0 0.0 0.0
C -0.783 3.223 3.347 0.1 0.0 0.0
C -1.204 3.381 4.659 0.0 0.0 0.0
C -1.189 2.305 5.538 0.0 0.0 0.0
C -0.736 1.070 5.106 -0.1 0.0 0.0
C 1.476 -0.978 4.515 -0.1 -0.2 0.1
C 1.639 -2.307 4.885 0.0 0.0 0.0
C 2.612 -2.656 5.812 0.0 0.0 0.0
C 3.409 -1.670 6.374 0.0 0.0 0.0
C 3.237 -0.340 6.009 0.0 0.0 0.0
C 2.272 0.011 5.078 0.0 0.1 0.0
C -3.943 -1.138 0.726 -0.1 0.0 -0.1
C -5.087 -0.760 0.035 0.0 0.0 0.0
C -6.122 -1.670 -0.100 0.0 0.0 0.0
C -6.003 -2.944 0.451 0.0 0.0 0.0
C -4.856 -3.304 1.141 0.0 0.0 0.0
C -3.814 -2.395 1.283 0.0 0.0 0.0
C -3.317 1.395 1.640 0.0 0.0 0.0
C -3.481 2.607 0.988 0.0 0.0 0.0
C -4.031 3.674 1.687 0.0 0.0 0.0
C -4.409 3.521 3.012 0.0 0.0 0.0
C -4.235 2.301 3.655 0.0 0.0 0.0
C -3.684 1.232 2.970 -0.1 0.0 0.0
C -1.289 -1.696 -1.614 0.1 0.0 0.1
C -2.492 -2.255 -2.028 0.0 0.0 0.1
C -2.618 -3.634 -2.057 0.0 0.0 0.0
C -1.557 -4.436 -1.654 0.0 0.0 0.0
C -0.368 -3.864 -1.226 0.0 0.0 0.0
C -0.227 -2.484 -1.209 0.0 0.0 -0.1
C -1.581 0.727 -3.047 -0.1 0.0 0.0
C -1.688 -0.051 -4.189 0.2 0.0 0.0
C -1.972 0.572 -5.397 0.0 0.0 0.0
C -2.142 1.948 -5.449 0.0 0.0 0.0
C -2.027 2.712 -4.295 0.0 0.0 0.0
C -1.748 2.105 -3.083 -0.1 0.0 -0.1
H -0.040 1.850 1.864 0.0 0.0 0.0
H -0.809 4.052 2.654 0.0 0.0 -0.1
H -1.555 4.348 4.998 0.0 0.0 0.0
H -1.527 2.425 6.559 0.0 0.0 0.0
H -0.722 0.226 5.786 0.0 0.0 0.0
H 1.002 -3.068 4.447 0.0 0.0 0.0
H 2.740 -3.691 6.097 0.0 0.0 0.0
H 4.163 -1.936 7.105 0.0 0.0 0.0
H 3.858 0.429 6.449 0.0 0.0 0.0
H 2.149 1.047 4.790 0.0 0.0 0.0
H -5.155 0.229 -0.402 0.0 0.0 0.0
H -7.020 -1.391 -0.636 0.0 0.0 0.0
H -6.813 -3.654 0.341 0.0 0.0 0.0
H -4.767 -4.297 1.565 0.0 0.0 0.0
H -2.894 -2.641 1.800 0.0 0.0 0.0
H -3.162 2.711 -0.040 0.0 0.0 0.0
H -4.155 4.629 1.192 0.0 0.0 0.0
H -4.834 4.358 3.551 0.0 0.0 0.0
H -4.523 2.187 4.693 0.0 0.0 0.0
H -3.529 0.278 3.460 0.0 0.0 0.0
H -3.321 -1.619 -2.311 0.0 0.0 0.0
H -3.549 -4.080 -2.382 0.0 0.0 0.0
H -1.661 -5.514 -1.672 0.0 0.0 0.0
H 0.455 -4.494 -0.912 0.0 0.0 0.0
H 0.693 -2.009 -0.893 0.0 0.0 0.0
H -1.523 -1.119 -4.155 0.0 0.0 0.0
H -2.046 -0.022 -6.298 0.0 0.0 0.0
H -2.354 2.428 -6.395 0.0 0.0 0.0
H -2.136 3.788 -4.337 0.0 0.0 0.0
H -1.635 2.692 -2.182 0.0 0.0 0.0
```
Positions in Å, forces in eV/Å.

=====

(2)
DFT (wB97M-V/def2-TZVPD) results for a molecular structure, C48H46IN6O7PS2SiSn.

Computed properties:
Energy above the lowest of the compared OMol25 structures with the same formula, charge and spin in kcal/mol: 18.24
Calculated total energy in eV: -126570.0981
Charge: -2

Geometry as XYZ:
```
113
Properties=species:S:1:pos:R:3:forces:R:3
Sn -1.416 -0.580 -0.506 -0.5 0.5 0.1
O -0.745 -2.205 -2.820 0.3 -0.1 -0.1
S 0.590 -1.792 -3.241 -0.2 -0.1 0.1
O 0.735 -1.565 -4.668 0.0 0.0 0.0
O 1.101 -0.683 -2.423 0.0 -0.1 0.0
C 1.616 -3.204 -2.845 -0.1 0.0 -0.1
C 1.936 -4.046 -3.901 0.0 0.0 0.0
C 2.591 -5.247 -3.666 0.0 0.1 0.0
C 2.912 -5.597 -2.365 0.0 0.0 0.0
C 2.608 -4.738 -1.317 0.1 0.0 0.0
C 1.969 -3.517 -1.526 0.1 0.1 0.1
P 1.557 -2.332 -0.143 -0.1 -0.3 -0.1
C 3.080 -1.316 -0.115 -0.1 0.1 0.0
C 3.113 -0.330 0.873 0.0 0.0 0.0
C 4.198 0.525 0.977 0.1 0.0 0.0
C 5.252 0.427 0.076 0.0 0.0 0.0
C 5.209 -0.528 -0.929 0.0 0.0 0.0
C 4.129 -1.397 -1.024 0.1 -0.1 0.0
C 1.842 -3.429 1.300 0.0 0.0 0.0
C 3.083 -3.761 1.834 0.0 -0.1 0.0
C 3.180 -4.651 2.895 0.0 0.0 0.0
C 2.033 -5.213 3.438 0.0 0.0 0.0
C 0.787 -4.864 2.933 0.0 0.0 0.0
C 0.693 -3.966 1.881 0.0 0.0 0.0
H 1.651 -3.745 -4.899 0.0 0.0 0.0
H 2.835 -5.905 -4.491 0.0 0.0 0.0
H 3.407 -6.538 -2.158 0.0 0.0 0.0
H 2.883 -5.031 -0.313 0.0 0.0 0.0
H 2.253 -0.228 1.528 0.0 0.0 0.0
H 4.205 1.287 1.748 0.0 0.0 0.0
H 6.094 1.106 0.145 0.0 0.0 0.0
H 6.014 -0.597 -1.650 0.0 0.0 0.0
H 4.106 -2.135 -1.817 0.0 0.0 0.0
H 3.981 -3.322 1.414 0.0 0.0 0.0
H 4.153 -4.898 3.305 0.0 0.0 0.0
H 2.108 -5.902 4.272 0.0 0.0 0.0
H -0.114 -5.269 3.378 0.0 0.0 0.0
H -0.277 -3.638 1.523 0.0 0.0 0.0
O 2.574 1.447 -3.022 0.0 0.0 0.1
C 2.096 1.525 -4.330 0.1 0.0 0.0
N 1.404 2.774 -4.595 -0.1 0.1 0.0
C 0.076 2.971 -4.788 0.1 -0.1 0.0
O -0.369 4.040 -5.180 0.0 0.1 0.0
C -0.829 1.814 -4.490 -0.1 0.1 0.0
C -1.543 1.183 -5.498 0.0 0.0 0.0
C -2.394 0.146 -5.165 0.0 0.1 0.0
C -2.524 -0.206 -3.831 -0.2 0.0 0.0
N -1.882 0.432 -2.860 0.3 -0.2 0.0
C -1.038 1.405 -3.181 0.0 0.1 0.0
H 2.094 0.710 -2.582 0.1 0.1 -0.2
H 1.431 0.691 -4.561 0.0 0.1 0.0
H 2.953 1.490 -5.011 0.0 0.0 0.0
H 1.959 3.611 -4.686 0.0 0.0 0.0
H -1.413 1.493 -6.528 0.0 0.0 0.0
H -2.940 -0.398 -5.923 0.0 0.0 0.0
H -3.167 -1.017 -3.514 0.0 0.0 0.0
H -0.513 1.879 -2.356 0.0 0.0 0.0
C 1.870 -1.363 4.209 0.0 -0.1 0.0
Si 0.390 -0.346 3.589 0.1 -0.1 -0.1
C 0.887 1.444 4.004 0.0 0.0 0.1
C -0.961 -0.742 4.876 0.0 0.0 0.0
O 0.003 -0.603 2.070 -0.2 0.3 0.1
H 2.104 -1.099 5.246 0.0 0.0 0.0
H 2.769 -1.201 3.609 0.0 0.0 0.0
H 1.647 -2.433 4.175 0.0 0.0 0.0
H 1.416 1.485 4.961 0.0 0.0 0.0
H 0.012 2.098 4.086 0.0 0.0 0.0
H 1.542 1.874 3.241 0.1 -0.1 0.1
H -0.522 -0.783 5.878 0.0 0.0 0.0
H -1.433 -1.707 4.678 0.0 0.0 0.0
H -1.747 0.019 4.891 0.0 0.0 0.0
I -5.620 -5.244 2.737 0.0 0.0 0.0
C -4.561 -3.450 2.641 0.0 0.0 0.0
C -4.983 -2.344 3.354 0.0 0.0 0.0
C -4.244 -1.179 3.239 0.0 0.0 0.0
C -3.117 -1.179 2.432 0.0 0.0 0.1
N -2.729 -2.240 1.735 0.1 -0.1 0.0
C -3.441 -3.356 1.828 -0.1 0.0 0.0
H -5.868 -2.388 3.975 0.0 0.0 0.0
H -4.526 -0.286 3.779 0.0 0.0 0.0
H -2.478 -0.308 2.356 0.0 0.0 0.0
H -3.123 -4.195 1.220 0.0 0.0 0.0
S -5.899 -2.908 -0.795 0.1 0.1 0.0
C -4.540 -1.994 -0.884 -0.1 -0.1 0.0
N -3.573 -1.342 -0.928 0.0 -0.1 -0.2
C -2.626 1.453 -0.330 0.2 -0.1 0.4
C -3.020 2.594 -0.516 0.1 0.0 0.2
C -3.397 3.952 -0.778 0.0 -0.1 0.0
C -2.666 4.720 -1.691 0.0 0.0 0.0
C -3.011 6.037 -1.945 0.0 0.0 0.0
C -4.092 6.618 -1.295 0.0 0.0 0.0
C -4.831 5.863 -0.394 0.0 0.0 0.0
C -4.489 4.545 -0.139 -0.1 0.0 0.0
H -1.826 4.268 -2.203 0.0 0.0 0.0
H -2.432 6.608 -2.660 0.0 0.0 0.0
H -4.360 7.649 -1.492 0.0 0.0 0.0
H -5.680 6.303 0.116 0.0 0.0 0.0
H -5.072 3.952 0.556 0.0 0.0 0.0
N -1.783 3.818 2.846 -0.2 -0.1 -0.1
C -0.545 4.359 2.774 0.3 0.0 -0.1
O -0.173 5.254 3.520 -0.1 0.0 0.0
C 0.352 3.775 1.729 -0.1 0.0 -0.1
C 1.481 4.471 1.326 0.0 0.0 0.0
C 2.318 3.894 0.388 0.0 0.0 0.1
C 1.978 2.649 -0.131 0.0 0.1 -0.2
N 0.891 1.977 0.237 0.0 0.0 0.0
C 0.120 2.520 1.173 0.1 0.1 0.0
H -2.422 4.219 3.509 0.0 0.0 0.0
H -2.136 3.194 2.131 0.0 0.1 0.1
H 1.690 5.436 1.770 0.0 0.0 0.0
H 3.219 4.392 0.056 0.0 0.0 0.0
H 2.591 2.186 -0.895 0.0 0.1 0.1
H -0.681 1.892 1.534 -0.1 -0.1 -0.1
```
Positions in Å, forces in eV/Å.